# 1
C5H14 | ωB97M-V with the def2-TZVPD basis set

```
19
Properties=species:S:1:pos:R:3:forces:R:3:lowdin_charge:R:1
C 1.292109 1.932599 1.450243 0.397 0.768 -0.232 -0.116
C 0.376450 1.766250 0.221830 0.125 -0.898 0.109 -0.294
C 1.054850 1.360108 -1.092035 2.151 -0.052 0.046 -0.119
H 1.279697 1.115254 2.167988 -0.075 -0.311 -0.270 0.062
H 1.003424 2.813017 2.027120 0.015 0.051 -0.033 0.062
H 2.325046 2.086512 1.128931 0.027 0.013 0.147 0.061
H -0.272248 0.939879 0.513318 -0.656 0.427 -0.298 0.065
H -0.171453 2.682679 0.029006 -0.347 -0.059 0.266 0.094
H 2.152359 1.324562 -0.955259 -0.186 0.061 0.295 0.064
H 0.887116 0.350578 -1.461482 -0.714 0.069 -0.002 0.048
H 1.010272 2.080379 -1.907869 -0.722 -0.012 -0.016 0.064
C -0.873371 -1.699412 -0.365365 -0.376 -0.899 0.387 -0.175
C -1.835512 -2.888486 -0.136057 -0.281 0.527 0.090 -0.165
H -1.439169 -0.798735 -0.583073 0.123 0.102 -0.231 0.057
H -0.226832 -1.479944 0.481027 0.116 -0.141 0.069 0.058
H -0.262877 -2.026043 -1.205030 0.173 0.637 -0.144 0.062
H -2.244947 -3.036040 0.865463 0.249 0.375 0.119 0.059
H -2.701113 -2.702554 -0.774608 0.020 -0.454 -0.128 0.060
H -1.353801 -3.820604 -0.404146 -0.039 -0.203 -0.174 0.054
```
Positions in Å, forces in eV/Å.

Results
Gap between HOMO and LUMO in hartree: 0.4525
ΔE to the lowest compared entry with this formula, charge and spin in kcal per mole: 13.7
E_LUMO in Eh: 0.0418
Highest occupied orbital energy in eV: -11.2
DFT total energy in eV: -5411.45538
Structure (SMILES): CCC.CC
Spin multiplicity: 1



# 2
CH4OS | ωB97M-V with the def2-TZVPD basis set

```
7
Properties=species:S:1:pos:R:3:forces:R:3:mulliken_spin:R:1
S 1.271689 -0.820683 1.717987 0.043 -0.189 -0.179 0.117
H 2.354958 -1.453148 1.213382 -0.416 0.112 -0.003 -0.017
H 0.423750 -1.224613 0.739138 0.354 0.139 0.110 -0.011
O -2.124850 0.761542 -1.733763 -1.041 -0.479 0.355 0.300
C -0.938586 1.153522 -1.931055 0.397 0.267 -0.344 0.544
H -0.759737 1.863108 -2.760697 0.501 -0.044 0.152 0.049
H -0.101460 0.808424 -1.304008 0.161 0.194 -0.092 0.019
```
Positions in Å, forces in eV/Å.

Results
Gap between HOMO and LUMO (spin up / spin down) in hartree: 0.0957 / 0.2271
ΔE to the lowest compared entry with this formula, charge and spin in kcal per mole: 2.3
<S²>: 0.753
Charge: -1
E_LUMO (spin up / spin down) in Eh: 0.1256 / 0.1222
Highest occupied orbital energy (spin up / spin down) in eV: 0.8 / -2.9
DFT total energy in eV: -13982.60207
Spin multiplicity: 2



# 3
H3OPS2 | ωB97M-V with the def2-TZVPD basis set

```
7
Properties=species:S:1:pos:R:3:forces:R:3:lowdin_charge:R:1
O 0.180720 1.568979 0.077800 4.012 -0.456 2.128 -0.214
P 0.062965 0.161474 -0.468089 -0.590 -4.871 0.238 0.006
S -1.422693 -1.106221 0.068950 -0.151 1.960 -0.846 0.155
S 1.651127 -1.064890 0.106300 0.799 1.272 -0.053 0.412
H -0.463004 2.159717 -0.062832 -3.914 3.573 -0.732 0.019
H 0.380948 0.284024 -1.775072 -0.371 0.337 -1.383 -0.029
H 0.434809 -1.631187 0.194890 0.215 -1.815 0.647 -0.350
```
Positions in Å, forces in eV/Å.

Results
Gap between HOMO and LUMO in hartree: 0.3403
ΔE to the lowest compared entry with this formula, charge and spin in kcal per mole: 35.1
E_LUMO in Eh: 0.0127
Highest occupied orbital energy in eV: -8.9
DFT total energy in eV: -33055.19704
Structure (SMILES): O[P@H](=S)S
Spin multiplicity: 1